53
Properties=species:S:1:pos:R:3:lowdin_charge:R:1 method="wB97M-V/def2-TZVPD" spin_multiplicity=2 homo_energy_ev="-15.1 / -15.1" total_energy_ha=-1947.53518 charge=+2 e_above_lowest_kj_mol=60.2
Ir -0.678 0.864 0.640 1.68
O -3.924 -0.038 -1.478 0.17
C -3.148 0.064 -0.580 -0.54
O -2.322 1.129 -0.419 -0.20
C -2.996 -0.913 0.554 -0.16
C -3.900 -1.867 0.970 0.07
C -3.720 -2.433 2.233 0.04
C -2.724 -1.946 3.079 0.07
C -1.861 -0.996 2.573 -0.16
N -1.940 -0.610 1.305 -0.02
C -0.969 -0.071 3.352 -0.48
O -0.720 -0.147 4.507 0.21
O -0.547 0.983 2.578 -0.18
H -4.751 -2.107 0.348 0.15
H -4.417 -3.178 2.593 0.14
H -2.648 -2.241 4.116 0.15
C 3.194 -2.671 2.808 -0.02
C 3.899 -1.474 2.726 -0.03
C 3.327 -0.370 2.130 0.02
C 2.031 -0.471 1.618 -0.23
C 1.325 -1.669 1.691 -0.03
C 1.911 -2.770 2.285 -0.04
N 1.410 0.652 1.014 -0.07
N 2.136 1.606 0.695 0.17
C 1.478 2.711 0.148 -0.27
C 2.184 3.846 -0.182 0.06
C 1.467 4.943 -0.650 0.01
C 0.089 4.861 -0.760 0.01
C -0.553 3.680 -0.418 -0.05
N 0.141 2.628 0.016 -0.05
H 3.647 -3.530 3.284 0.13
H 4.897 -1.405 3.138 0.13
H 3.857 0.569 2.075 0.12
H 0.338 -1.751 1.257 0.09
H 1.374 -3.707 2.349 0.12
H 3.256 3.864 -0.054 0.14
H 1.983 5.857 -0.913 0.14
H -0.498 5.698 -1.109 0.13
H -1.624 3.550 -0.506 0.13
O 0.039 0.182 -1.169 -0.63
S -0.668 -0.980 -1.975 1.09
C -1.268 -0.160 -3.480 -0.26
C -0.363 -0.610 -4.630 -0.20
C 1.008 -0.919 -4.035 -0.21
C 0.733 -1.763 -2.795 -0.28
H -1.176 0.902 -3.248 0.11
H -2.324 -0.400 -3.596 0.10
H -0.314 0.171 -5.388 0.13
H -0.778 -1.499 -5.106 0.13
H 1.531 -0.003 -3.755 0.12
H 1.643 -1.467 -4.730 0.13
H 1.535 -1.823 -2.060 0.11
H 0.397 -2.772 -3.046 0.11